[1]
C14H17Cl3IrN6S3 as an isolated structure. Source: the Open Molecules 2025 dataset; level of theory: ωB97M-V/def2-TZVPD.

```
44
Properties=species:S:1:pos:R:3:forces:R:3
Ir -0.590 -0.284 -2.563 -0.20 -0.20 0.28
C 0.698 0.488 -5.477 0.27 0.83 -0.45
C 0.749 1.887 -4.744 1.57 -1.79 -0.06
S 0.166 1.967 -3.032 -0.08 0.02 -0.29
C 1.754 2.083 -2.162 0.86 -0.63 0.54
C 1.860 1.175 -0.913 -1.29 0.39 -0.49
S 1.309 -0.575 -1.091 0.86 -0.04 -0.86
C 2.546 -1.423 -2.281 -0.51 0.70 0.06
C 2.523 -0.817 -3.710 -1.20 1.10 1.26
S 0.779 -0.968 -4.404 0.99 -0.23 -0.26
H 1.575 0.402 -6.195 -1.17 0.10 0.65
H -0.264 0.464 -6.029 0.64 -0.48 0.14
H 0.191 2.508 -5.371 -0.98 1.44 -0.65
H 1.778 2.262 -4.687 -0.33 0.06 -0.17
H 1.764 3.128 -1.879 0.31 0.26 0.35
H 2.633 1.902 -2.825 -0.97 0.27 0.33
H 1.281 1.530 -0.063 -0.56 0.10 -0.07
H 2.836 1.226 -0.516 1.49 -0.35 0.16
H 2.272 -2.487 -2.251 -0.06 0.29 -0.09
H 3.509 -1.329 -1.769 0.00 0.12 -0.28
H 3.200 -1.300 -4.371 0.49 -0.82 -0.67
H 2.746 0.273 -3.768 -0.05 -1.01 0.29
N -0.531 2.691 6.387 0.33 -1.85 -1.26
C -0.949 2.968 5.094 1.74 -2.90 2.08
N -0.963 1.833 4.424 -0.54 -0.83 -0.48
C -0.584 0.818 5.353 -0.53 1.18 -1.54
N -0.304 1.339 6.486 0.62 1.24 2.41
C -0.466 -0.699 5.059 -1.35 7.31 -4.70
C -0.081 -1.640 5.843 2.11 -2.79 5.24
N -0.147 -2.930 5.532 0.40 0.95 1.23
C -0.576 -3.397 4.475 -0.14 1.02 -1.08
C -0.761 -2.192 3.487 0.11 -4.09 -0.38
N -0.665 -0.970 3.703 -0.34 -0.52 1.74
H -0.047 3.317 7.032 -0.60 -0.31 0.08
H -1.051 3.991 4.855 -0.52 0.66 -0.94
H 0.331 -1.394 6.821 -0.51 0.00 0.20
H -0.476 -4.431 4.184 -0.37 -0.15 -0.34
H -0.648 -2.836 2.644 -0.40 0.94 -1.92
Cl -4.892 -1.476 -0.056 -0.13 -0.16 -0.07
C -4.954 -1.567 -1.832 -1.34 -0.93 0.15
Cl -5.881 -0.274 -2.517 -0.31 0.64 -0.21
Cl -5.582 -3.124 -2.429 0.80 0.58 0.34
C -3.583 -1.259 -2.178 -0.01 -0.20 0.24
N -2.506 -0.881 -2.266 0.92 0.12 -0.49
```
Forces are in eV/Å.

Summary:
E_LUMO (alpha / beta)	-11.548 / -16.503	eV
spin multiplicity	6
frontier orbital gap (alpha / beta)	7.2 / 2.3	eV
net charge	+4

Here are the Löwdin charges for atoms 1 to 4, given in e: atom 1 (Ir): 1.0872, atom 2 (C): -0.4094, atom 3 (C): -0.3985, atom 4 (S): 0.9274

---

[2]
C21H44O3P2Pd as an isolated structure. Source: the Open Molecules 2025 dataset; level of theory: ωB97M-V/def2-TZVPD.

```
71
Properties=species:S:1:pos:R:3:forces:R:3
Pd 0.035 0.006 0.122 1.69 1.83 -3.24
C 0.668 -1.695 -0.792 2.00 -4.97 -2.32
O 1.038 -2.705 -1.246 -1.88 5.08 2.19
C -0.754 1.462 1.313 -1.25 1.96 1.14
O -1.202 2.354 1.915 1.58 -2.45 -2.11
P -2.043 -0.076 -1.269 -1.39 -0.65 0.73
C -3.556 -0.808 -0.447 0.25 0.15 0.36
H -4.384 -0.707 -1.158 0.33 0.15 0.01
C -2.671 1.540 -2.015 -1.01 1.16 -2.71
H -2.507 2.253 -1.195 0.55 -0.21 0.81
C -1.847 -1.171 -2.783 0.16 0.41 -2.90
H -1.576 -2.136 -2.336 -0.21 -0.16 0.93
C 3.628 -0.647 0.322 2.69 0.85 -1.66
P 2.232 0.127 1.313 -0.15 -0.54 1.58
H 3.210 -0.400 3.472 0.17 0.26 -0.41
H 3.279 -1.680 0.201 -0.76 -0.42 0.70
C 2.923 1.836 1.721 1.41 2.50 -0.82
H 4.003 1.642 1.777 -0.07 -0.43 -0.08
C -1.902 2.039 -3.249 -0.01 -0.73 0.64
H -2.389 1.710 -4.173 -0.09 0.15 0.11
H -0.863 1.705 -3.275 0.12 0.42 0.17
H -1.903 3.135 -3.254 0.02 0.09 -0.04
C -4.174 1.532 -2.321 0.58 0.14 0.54
H -4.393 2.290 -3.083 0.10 -0.22 -0.03
H -4.770 1.753 -1.435 -0.05 -0.22 0.05
H -4.497 0.562 -2.711 -0.28 0.01 -0.29
C -3.094 -1.374 -3.655 0.00 0.39 1.22
H -3.981 -1.646 -3.075 0.14 -0.22 -0.14
H -2.906 -2.182 -4.373 0.04 -0.03 -0.10
H -3.322 -0.474 -4.233 0.14 -0.05 -0.19
C -0.666 -0.720 -3.654 -0.42 0.22 0.41
H -0.202 -1.594 -4.123 -0.03 -0.05 -0.06
H 0.093 -0.200 -3.067 0.29 -0.09 -0.08
H -0.996 -0.049 -4.456 0.15 -0.29 0.04
C -3.362 -2.297 -0.136 0.15 -0.14 0.04
H -3.726 -2.940 -0.942 0.12 0.05 0.06
H -3.907 -2.559 0.779 0.11 0.02 -0.22
H -2.304 -2.531 0.028 0.03 -0.26 0.13
C -3.905 -0.027 0.826 0.21 0.33 0.15
H -3.138 -0.175 1.593 -0.60 -0.04 -0.15
H -4.863 -0.375 1.229 0.20 0.07 -0.13
H -3.982 1.049 0.644 -0.14 -0.02 0.05
C 5.012 -0.677 0.985 -0.78 0.57 0.21
H 4.961 -0.740 2.076 0.09 -0.27 -0.04
H 5.597 0.208 0.717 -0.05 -0.12 -0.09
H 5.565 -1.553 0.626 0.02 -0.11 0.05
C 3.731 -0.029 -1.080 -0.92 0.18 0.81
H 4.012 1.028 -1.030 0.28 -0.13 -0.19
C 1.086 -0.548 3.781 0.09 0.10 0.09
H 2.789 -0.105 -1.625 0.02 0.04 -0.13
H 4.505 -0.551 -1.654 0.17 -0.02 0.08
C 2.556 -2.300 2.712 0.20 -0.26 0.05
H 0.339 -1.328 3.603 0.44 0.06 0.41
H 1.343 -0.557 4.846 0.04 -0.07 -0.16
H 0.616 0.413 3.551 0.33 -0.08 0.51
C 2.342 -0.798 2.936 -0.54 -0.31 -0.27
H 2.168 -2.862 3.570 0.14 0.10 -0.18
H 3.613 -2.554 2.593 -0.16 -0.01 0.00
H 2.025 -2.646 1.818 -0.13 -0.17 0.09
C 2.469 2.425 3.067 -1.15 -1.28 0.47
H 1.392 2.624 3.064 0.12 0.19 0.14
H 2.977 3.384 3.229 0.20 0.01 -0.42
H 2.693 1.781 3.919 0.03 0.09 -0.09
C 2.699 2.871 0.611 -0.50 -0.66 0.25
H 2.885 2.451 -0.378 0.17 0.22 -0.16
H 3.379 3.718 0.762 0.06 -0.14 -0.10
H 1.675 3.257 0.626 0.08 -0.01 0.07
H -0.314 -1.134 1.608 2.96 -0.54 3.04
H -1.038 -1.169 1.172 -4.13 -0.53 -0.98
O -1.506 -0.214 3.053 -1.82 -0.18 1.69
C -0.900 -0.220 2.045 -0.19 -0.70 0.46
```
Forces are in eV/Å.

Summary:
E_LUMO (alpha / beta)	-14.731 / -18.156	eV
spin multiplicity	5
frontier orbital gap (alpha / beta)	6.0 / 4.5	eV
relative energy (zero: lowest compared OMol25 entry of this formula, charge and spin)	485.5	kJ/mol
net charge	+4

Here are the Löwdin charges for atoms 1 to 4, given in e: atom 1 (Pd): 0.5395, atom 2 (C): -0.0973, atom 3 (O): 0.2213, atom 4 (C): -0.1850

---

[3]
A 4-piece molecular cluster, C12H31FNO5P overall. Source: the Open Molecules 2025 dataset; level of theory: ωB97M-V/def2-TZVPD.

```
51
Properties=species:S:1:pos:R:3:forces:R:3
C -0.410 2.736 1.138 0.18 0.37 -0.24
C -1.508 2.254 0.026 1.47 -0.09 0.37
C -2.999 2.412 0.593 1.04 0.72 0.12
F -3.019 2.077 2.015 -0.40 0.57 -2.54
P -4.288 1.302 -0.235 -1.35 -0.95 0.71
C -6.060 1.764 0.346 0.33 -0.05 0.44
N -6.223 3.235 0.554 -0.72 -0.66 0.71
C -7.529 3.440 1.297 -0.54 0.55 0.49
C -4.073 -0.535 0.309 -1.69 -6.57 2.37
O -2.899 -1.017 0.369 -2.98 2.71 -0.72
O -5.231 -1.251 0.633 5.00 4.95 -2.04
H -0.515 2.179 2.133 -0.13 0.99 -1.47
H -0.490 3.887 1.265 -0.02 -1.96 0.11
H 0.670 2.549 0.773 -2.02 0.24 0.22
H -1.231 1.165 -0.259 -0.89 1.72 0.50
H -1.306 2.935 -0.892 -0.83 -1.21 1.43
H -3.351 3.504 0.444 0.59 -1.68 0.59
H -4.212 1.312 -1.684 0.17 0.41 1.10
H -6.205 1.181 1.342 0.35 0.56 -1.81
H -6.816 1.380 -0.436 1.30 0.52 1.23
H -5.455 3.636 1.120 -0.76 -0.70 -0.36
H -7.377 4.201 2.159 -0.33 -1.17 -1.60
H -7.922 2.474 1.782 0.72 1.29 -0.67
H -8.359 3.812 0.587 1.41 -0.48 1.09
C 4.077 0.423 -0.011 -0.01 0.04 0.22
C 2.700 0.963 0.317 0.30 -0.16 -0.37
O 2.424 2.114 -0.476 -0.13 0.24 -0.15
H 4.841 1.183 0.171 -0.10 -0.03 0.08
H 4.304 -0.457 0.594 0.04 0.08 -0.17
H 4.144 0.150 -1.068 -0.04 -0.14 0.10
H 2.643 1.255 1.369 -0.08 0.13 -0.14
H 1.929 0.210 0.126 0.03 -0.10 0.18
H 2.467 1.845 -1.404 0.01 0.08 0.24
C 6.185 -4.099 1.037 0.03 -0.09 0.16
C 5.034 -3.518 0.241 0.38 -0.10 -0.09
O 5.425 -2.289 -0.363 -0.01 0.02 -0.26
H 6.508 -3.399 1.812 -0.12 -0.06 -0.04
H 5.896 -5.041 1.511 0.08 0.03 -0.03
H 7.049 -4.281 0.391 -0.09 -0.10 0.00
H 4.181 -3.317 0.893 0.05 0.15 -0.15
H 4.713 -4.210 -0.545 -0.11 -0.16 0.14
H 6.175 -2.476 -0.945 -0.16 0.07 0.18
C 1.494 -2.028 -1.893 -0.14 0.19 0.07
C 1.597 -3.518 -2.152 0.29 0.24 0.10
O 2.675 -3.787 -3.039 0.17 -0.16 -0.14
H 1.340 -1.485 -2.830 -0.07 -0.11 0.04
H 0.665 -1.806 -1.216 0.04 0.03 -0.01
H 2.420 -1.648 -1.452 -0.03 -0.08 0.09
H 0.679 -3.891 -2.611 0.20 -0.06 -0.06
H 1.763 -4.066 -1.219 -0.20 0.03 0.08
H 3.485 -3.462 -2.620 -0.22 -0.04 -0.11
```
Forces are in eV/Å.

Summary:
E_LUMO	0.331	eV
frontier orbital gap	9.3	eV
relative energy (zero: lowest compared OMol25 entry of this formula, charge and spin)	237.7	kJ/mol

Here are the Löwdin charges for atoms 1 to 4, given in e: atom 1 (C): -0.1035, atom 2 (C): -0.2110, atom 3 (C): -0.3901, atom 4 (F): -0.0865

---

[4]
One molecule with the formula C5H14N2S. Source: the Open Molecules 2025 dataset; level of theory: ωB97M-V/def2-TZVPD.

```
22
Properties=species:S:1:pos:R:3:forces:R:3
C -2.928 0.786 2.437 0.74 2.88 -0.93
N -2.421 0.790 1.052 0.00 -0.99 0.43
C -1.374 -0.267 1.044 0.70 1.84 -1.40
C -0.642 -0.213 -0.354 0.26 2.20 2.39
N 0.783 -0.496 -0.314 -0.15 0.93 -1.10
C 1.465 0.064 -1.515 0.53 -1.72 0.14
C 2.913 -0.521 -1.454 0.06 0.17 2.13
S 4.032 0.244 -2.626 0.26 0.59 -0.53
H -3.727 1.528 2.559 -0.24 -0.53 -0.13
H -2.101 1.253 3.010 -0.37 -0.69 0.14
H -3.169 -0.180 2.779 -0.50 -1.18 0.74
H -3.151 0.608 0.355 0.24 -0.12 0.51
H -0.675 0.092 1.830 -0.17 -0.74 -0.48
H -1.780 -1.265 1.273 0.25 0.12 0.02
H -1.214 -0.720 -1.016 -1.51 -2.98 -2.24
H -0.841 0.767 -0.851 0.77 0.09 1.19
H 0.985 -1.482 -0.264 -0.18 -0.30 0.01
H 0.993 -0.253 -2.497 0.32 0.34 0.92
H 1.435 1.148 -1.448 0.20 0.07 -0.01
H 2.924 -1.588 -1.670 -0.41 -0.10 -0.02
H 3.292 -0.450 -0.356 -0.59 0.24 -1.94
H 5.200 0.155 -1.972 -0.20 -0.12 0.16
```
Forces are in eV/Å.

Summary:
E_LUMO	0.985	eV
frontier orbital gap	9.8	eV
relative energy (zero: lowest compared OMol25 entry of this formula, charge and spin)	129.8	kJ/mol
SMILES	CNCCNCCS

Here are the Löwdin charges for atoms 1 to 4, given in e: atom 1 (C): -0.1517, atom 2 (N): -0.1500, atom 3 (C): -0.2139, atom 4 (C): -0.2351

---

no.,total energy (hartree),molar mass (g mol⁻¹)
1,-3549.81502,664.1
2,-1860.75549,512.9
3,-1347.81757,319.4
4,-706.54067,134.2